[1]
{
  "formula": "C29H26Cl5IrN3O5",
  "method": "wB97M-V/def2-TZVPD",
  "lumo_ev": [-5.780, -8.616],
  "multiplicity": 2,
  "homo_lumo_gap_ha": [0.2675, 0.1633],
  "de_lowest_kj_mol": 54.4,
  "total_charge": 2,
  "homo_energy_ev": [-13.06, -13.06],
  "total_energy_ha": -4065.91142,
  "symbols": ["Ir", "N", "C", "C", "C", "O", "O", "H", "H", "H", "H", "H", "H", "Cl", "C", "C", "Cl", "C", "Cl", "C", "O", "C", "Cl", "C", "Cl", "C", "O", "C", "C", "C", "C", "C", "C", "N", "C", "C", "C", "C", "C", "C", "C", "O", "H", "H", "H", "H", "H", "H", "H", "H", "H", "H", "H", "H", "H", "N", "C", "C", "C", "C", "C", "C", "H", "H", "H", "H", "H", "H", "H"],
  "xyz": [[0.547413, 0.739409, -0.671342], [2.060811, 1.459769, 0.541365], [1.855344, 1.619112, 2.013897], [0.721666, 2.583024, 2.313858], [-0.562878, 2.023088, 1.734650], [-1.479752, 1.649115, 2.415012], [-0.575074, 2.029375, 0.402130], [2.865499, 0.847298, 0.404182], [2.338594, 2.364358, 0.163133], [2.797215, 1.965937, 2.440340], [1.644661, 0.630569, 2.421615], [0.927508, 3.556965, 1.865132], [0.627344, 2.708029, 3.390572], [-2.973438, 2.000480, -6.851915], [-2.290552, 1.331869, -5.473368], [-1.536288, 2.167471, -4.593449], [-1.315349, 3.812509, -4.957229], [-0.996487, 1.620756, -3.467226], [-0.048938, 2.577862, -2.387706], [-1.175870, 0.238410, -3.121602], [-0.698514, -0.255384, -2.065481], [-1.867722, -0.598517, -4.077791], [-1.905841, -2.263881, -3.784427], [-2.428327, -0.052221, -5.211344], [-3.265299, -1.036318, -6.317428], [-5.263170, 1.042143, 3.611404], [-4.053784, 0.325275, 3.353849], [-3.936485, -0.329351, 2.184056], [-4.877977, -0.334612, 1.166244], [-4.674870, -1.146698, 0.058556], [-3.547360, -1.946286, -0.049430], [-2.579915, -1.914566, 0.940339], [-2.769864, -1.098317, 2.037631], [-1.921271, -1.101674, 3.166012], [-0.736511, -1.562595, 3.394894], [0.309758, -2.065134, 2.538948], [1.111612, -3.065262, 3.126664], [2.169988, -3.637904, 2.465077], [2.482711, -3.175078, 1.189632], [1.756757, -2.154172, 0.610248], [0.665753, -1.566085, 1.256032], [0.005908, -0.530770, 0.769052], [-5.183669, 1.402658, 4.631239], [-6.128422, 0.385194, 3.519006], [-5.352032, 1.887802, 2.929078], [-5.776100, 0.258745, 1.247598], [-5.433128, -1.175800, -0.713337], [-3.431072, -2.618250, -0.883895], [-1.712871, -2.558944, 0.882633], [-2.393423, -0.689740, 3.969996], [-0.505018, -1.598920, 4.455471], [0.860050, -3.403119, 4.125091], [2.751524, -4.421778, 2.927187], [3.315702, -3.610966, 0.652045], [2.016098, -1.785489, -0.368812], [2.025812, -0.107581, -2.081112], [3.403098, 0.324955, -1.936030], [4.322314, -0.448795, -1.242964], [5.616296, 0.027652, -1.071205], [5.983624, 1.262402, -1.586182], [5.056987, 2.023614, -2.284559], [3.761297, 1.558397, -2.459991], [1.948067, -1.121924, -2.092643], [1.678748, 0.202017, -2.985603], [4.053567, -1.427060, -0.864821], [6.340391, -0.577597, -0.543104], [6.994085, 1.624085, -1.456633], [5.342813, 2.979061, -2.703020], [3.038262, 2.151405, -3.010241]],
  "forces_ev_per_a": [[0.378, 0.494, -0.442], [-0.015, 0.136, -0.095], [0.022, -0.063, 0.012], [0.053, -0.160, 0.048], [0.028, 0.136, -0.237], [-0.092, -0.001, 0.112], [-0.696, -0.380, -0.184], [0.047, 0.039, -0.043], [0.080, 0.008, 0.080], [-0.011, 0.023, 0.013], [0.007, 0.013, -0.010], [-0.024, 0.022, 0.011], [-0.008, -0.016, -0.004], [-0.019, 0.010, -0.005], [0.019, -0.020, -0.003], [-0.016, 0.015, 0.019], [-0.001, 0.011, 0.004], [-0.086, -0.083, 0.019], [0.491, -0.049, 0.197], [0.173, 0.068, -0.030], [-0.432, 0.179, 0.439], [0.059, 0.011, -0.024], [-0.051, -0.015, 0.140], [-0.017, 0.027, 0.009], [-0.008, -0.006, -0.001], [0.010, 0.042, -0.015], [0.026, -0.042, 0.011], [0.022, 0.016, -0.008], [0.013, -0.031, 0.013], [-0.038, 0.021, 0.012], [0.057, 0.012, -0.024], [0.004, -0.064, -0.076], [0.020, 0.058, 0.003], [-0.018, 0.005, 0.001], [0.037, 0.070, 0.131], [0.072, -0.107, -0.112], [-0.083, 0.014, 0.003], [0.027, -0.018, -0.028], [0.018, -0.014, 0.000], [-0.051, -0.048, -0.026], [0.070, 0.149, 0.137], [0.313, -0.216, -0.105], [0.007, 0.007, -0.005], [0.003, -0.004, 0.008], [-0.008, -0.007, -0.002], [0.000, 0.000, -0.010], [0.017, 0.002, -0.002], [0.016, -0.035, -0.128], [-0.050, 0.030, -0.022], [-0.028, -0.020, -0.010], [0.036, 0.074, -0.010], [0.013, -0.001, 0.003], [-0.005, -0.001, 0.006], [0.001, -0.002, -0.010], [-0.012, -0.082, 0.138], [-0.606, -0.305, 0.263], [0.018, 0.076, 0.047], [-0.009, -0.045, -0.050], [0.005, 0.027, -0.009], [0.014, -0.021, 0.022], [-0.030, 0.020, -0.017], [0.011, 0.042, 0.063], [0.126, 0.031, -0.136], [0.081, -0.047, -0.068], [0.012, 0.025, 0.005], [0.002, -0.004, -0.003], [0.000, 0.002, 0.003], [0.003, -0.001, -0.002], [0.004, -0.009, -0.011]]
}

=====

[2]
{
  "formula": "CH6OSi",
  "method": "wB97M-V/def2-TZVPD",
  "lumo_ev": 0.749,
  "homo_lumo_gap_ha": 0.4192,
  "de_lowest_kj_mol": 40.4,
  "homo_energy_ev": -10.66,
  "total_energy_ha": -406.43196,
  "symbols": ["C", "O", "Si", "H", "H", "H", "H", "H", "H"],
  "xyz": [[0.741085, -0.866424, -0.315588], [-0.953373, 1.721115, -0.313385], [-0.473025, 0.390591, 0.565930], [0.670629, -0.932922, -1.331827], [0.559658, -1.758673, 0.099703], [-1.185453, 1.585007, -1.170450], [-1.564482, -0.480989, 1.226387], [1.732815, -0.566270, -0.271354], [0.472145, 0.908565, 1.510584]],
  "forces_ev_per_a": [[-1.803, 3.870, 0.457], [0.945, -0.101, 3.917], [0.904, -1.394, -0.669], [-1.040, -0.440, -2.965], [-0.348, -3.507, 1.577], [-1.145, -0.497, -3.845], [0.492, 0.876, -0.552], [1.985, 0.640, 1.060], [0.010, 0.553, 1.020]]
}

=====

[3]
{
  "formula": "C19H16F3N2O2PSTi",
  "method": "wB97M-V/def2-TZVPD",
  "lumo_ev": -8.415,
  "homo_lumo_gap_ha": 0.2199,
  "de_lowest_kj_mol": 84.4,
  "total_charge": 2,
  "homo_energy_ev": -14.40,
  "total_energy_ha": -2881.71988,
  "symbols": ["Ti", "O", "C", "O", "C", "P", "C", "C", "C", "C", "C", "C", "C", "C", "C", "C", "C", "C", "H", "H", "H", "H", "H", "H", "H", "H", "H", "H", "H", "H", "S", "C", "N", "C", "C", "C", "N", "H", "H", "H", "H", "F", "C", "F", "F"],
  "xyz": [[0.447182, -1.549331, 0.414064], [2.263915, -0.731277, 0.464677], [1.749999, 0.016996, 1.364880], [0.880900, -0.607038, 2.098486], [1.813129, 1.472557, 1.265834], [0.057093, 1.861918, 0.594156], [-0.210653, 0.701617, -0.873361], [-1.535414, 0.820676, -1.320472], [-2.003485, 0.111556, -2.417124], [-1.184720, -0.812260, -3.058660], [0.132198, -0.957435, -2.648490], [0.633767, -0.179685, -1.595617], [0.387348, 3.418572, -0.283491], [1.198183, 3.504808, -1.415457], [1.418252, 4.734723, -2.010672], [0.833773, 5.878650, -1.478883], [0.026013, 5.795517, -0.354559], [-0.202554, 4.565590, 0.245912], [2.627177, 1.791330, 0.620506], [1.843955, 1.980160, 2.228416], [-2.200686, 1.497798, -0.793869], [-3.020074, 0.260732, -2.757024], [-1.560896, -1.391422, -3.891171], [0.797570, -1.626524, -3.179131], [1.704727, -0.149619, -1.453862], [1.656845, 2.616645, -1.836298], [2.045491, 4.804605, -2.889116], [1.007676, 6.839810, -1.943258], [-0.431206, 6.684424, 0.058065], [-0.838667, 4.497500, 1.120343], [-1.977214, -1.878532, 0.070666], [-1.703503, -2.919292, 1.377409], [-2.633443, -3.629159, 2.047275], [-2.302545, -4.415846, 3.099878], [-1.001164, -4.492516, 3.506155], [-0.058858, -3.744663, 2.795145], [-0.418562, -3.001279, 1.758007], [-3.600863, -3.558462, 1.745310], [-3.102808, -4.959343, 3.584402], [-0.706735, -5.106237, 4.343280], [0.991088, -3.755312, 3.060521], [2.028647, -3.931186, 0.703521], [1.396669, -3.299675, -0.300581], [2.281447, -3.025199, -1.257076], [0.470990, -4.134880, -0.808722]],
  "forces_ev_per_a": [[-0.189, -0.232, 0.101], [0.225, -0.054, 0.041], [0.239, 0.202, 0.211], [-0.211, 0.018, -0.352], [-0.054, -0.180, 0.048], [0.124, 0.434, -0.274], [0.046, 0.052, 0.178], [-0.024, -0.003, 0.028], [0.007, 0.044, 0.055], [0.064, -0.024, -0.021], [-0.132, -0.027, -0.072], [-0.025, 0.236, -0.009], [-0.022, -0.181, 0.062], [0.007, 0.069, -0.029], [0.038, -0.073, -0.036], [-0.059, 0.029, 0.080], [-0.007, 0.024, 0.002], [0.010, -0.054, -0.014], [-0.045, 0.014, -0.049], [-0.035, -0.054, 0.038], [-0.047, -0.016, -0.048], [-0.003, 0.008, 0.006], [-0.005, 0.002, 0.000], [0.021, 0.002, 0.025], [0.008, -0.038, -0.036], [0.008, 0.009, -0.006], [-0.001, 0.004, 0.001], [0.010, -0.007, -0.017], [0.013, 0.014, -0.019], [0.002, 0.011, 0.002], [-0.169, 0.045, -0.084], [0.080, -0.060, -0.069], [0.033, -0.002, 0.027], [0.027, -0.069, 0.082], [0.122, 0.048, -0.030], [-0.030, -0.066, 0.041], [-0.091, -0.117, 0.240], [0.003, -0.019, 0.016], [-0.066, 0.043, -0.066], [-0.037, -0.013, 0.004], [0.009, 0.029, -0.036], [0.029, 0.022, -0.054], [0.168, -0.079, -0.009], [-0.035, 0.004, -0.001], [-0.006, 0.005, 0.044]]
}

=====

[4]
{
  "formula": "C8H12O",
  "method": "wB97M-V/def2-TZVPD",
  "lumo_ev": 0.852,
  "homo_lumo_gap_ha": 0.3700,
  "de_lowest_kj_mol": 299.1,
  "homo_energy_ev": -9.22,
  "total_energy_ha": -387.14902,
  "symbols": ["C", "C", "C", "C", "C", "C", "C", "C", "O", "H", "H", "H", "H", "H", "H", "H", "H", "H", "H", "H", "H"],
  "xyz": [[-0.989853, -0.579904, 0.286383], [-1.409334, -0.757067, 1.494441], [1.536708, 0.275651, 0.167812], [-0.814129, -0.168666, -1.075562], [0.494665, -0.582882, -0.361283], [1.140295, 1.482120, 1.100449], [-1.206936, 1.360157, -1.197328], [0.847332, -1.946709, -0.657337], [2.684044, -0.067692, -0.072839], [-0.740807, -1.050626, 2.262921], [-2.396312, -0.840832, 1.699481], [-0.946726, -0.694996, -1.990915], [0.129740, 1.783074, 0.778397], [1.867417, 2.268319, 1.207289], [1.056546, 1.123119, 2.152615], [-1.628601, 1.660297, -2.183134], [-0.353002, 1.957780, -1.085988], [-2.010297, 1.706869, -0.440663], [0.003966, -2.518291, -0.949125], [1.136560, -2.454284, 0.299271], [1.598717, -1.955433, -1.434883]],
  "forces_ev_per_a": [[3.347, -0.659, -1.585], [1.157, -0.473, -0.318], [1.108, 1.013, 0.714], [-0.507, 3.205, 0.401], [-4.082, 1.347, 1.358], [-0.514, -1.667, -0.012], [-2.150, -0.345, -0.266], [1.338, -1.781, 0.819], [-0.265, 0.803, 0.563], [0.673, 0.045, 0.663], [-3.124, 0.051, 0.768], [-0.646, -0.791, -0.223], [0.694, 0.365, 0.527], [0.289, 0.348, -0.742], [-0.185, -0.232, -0.741], [0.278, -0.672, 0.443], [1.113, 0.928, 0.229], [1.438, -0.822, -1.021], [-0.943, -0.416, -0.666], [0.528, 0.298, -0.948], [0.453, -0.546, 0.040]]
}

=====

[5]
{
  "formula": "C17H9F9NO5S3",
  "method": "wB97M-V/def2-TZVPD",
  "lumo_ev": 1.635,
  "homo_lumo_gap_ha": 0.2080,
  "de_lowest_kj_mol": 57.4,
  "total_charge": -1,
  "homo_energy_ev": -4.02,
  "total_energy_ha": -3177.53961,
  "symbols": ["F", "C", "F", "F", "S", "C", "C", "C", "C", "C", "C", "F", "F", "F", "C", "C", "O", "O", "H", "H", "H", "H", "H", "F", "C", "F", "F", "S", "N", "C", "O", "C", "C", "C", "C", "C", "C", "S", "O", "O", "H", "H", "H", "H"],
  "xyz": [[3.621161, -0.373909, -3.834201], [2.829913, -0.476264, -2.755645], [2.287123, -1.712556, -2.750331], [3.596464, -0.343271, -1.638978], [1.453408, 0.803838, -2.716870], [0.394990, 0.052290, -1.516588], [-0.987982, 0.096631, -1.943597], [-1.523531, 1.351322, -2.430447], [-2.783339, 1.425178, -3.015765], [-3.558550, 0.284048, -3.141811], [-4.906705, 0.429982, -3.808325], [-5.279683, -0.692531, -4.482289], [-5.931196, 0.700482, -2.915531], [-4.929574, 1.450742, -4.725427], [-3.067310, -0.952024, -2.725676], [-1.823006, -1.044987, -2.099485], [2.127302, 2.010087, -2.257642], [0.835685, 0.744762, -4.025328], [0.889728, -0.749014, -0.995266], [-0.974310, 2.291823, -2.344003], [-3.198509, 2.367180, -3.381872], [-3.698491, -1.821059, -2.885742], [-1.450234, -2.007487, -1.735249], [2.460991, -1.751203, 7.500045], [2.155696, -2.498078, 6.395872], [3.267543, -2.711131, 5.673725], [1.679681, -3.711015, 6.814491], [0.847626, -1.574785, 5.427794], [1.328488, -1.378668, 3.754037], [2.343368, -0.487762, 3.338063], [3.399080, -0.351374, 3.945758], [1.817401, 0.223897, 2.154962], [0.475730, -0.001886, 1.893876], [-0.289276, 0.928453, 1.210355], [0.306806, 2.136777, 0.830105], [1.698737, 2.307214, 0.922312], [2.458620, 1.320584, 1.564930], [-0.232320, -1.270662, 2.942870], [-0.492798, -2.587589, 2.419869], [-1.191622, -0.609573, 3.784239], [-1.313307, 0.631269, 0.930491], [-0.324904, 2.928958, 0.409551], [2.141665, 3.229389, 0.512619], [3.539442, 1.391916, 1.700097]],
  "forces_ev_per_a": [[-0.232, 0.056, 0.428], [-0.164, -0.072, 0.371], [0.601, 0.368, -0.109], [-0.301, -0.273, -0.703], [-1.183, -1.134, 1.909], [0.425, 1.209, -1.589], [0.061, 0.503, -0.861], [-0.453, -0.512, 0.228], [0.473, 0.111, 0.359], [-0.565, 0.039, -0.707], [0.018, -0.072, 0.061], [0.002, 0.485, 0.373], [0.719, -0.184, -0.774], [-0.146, -0.641, 0.693], [0.031, 0.123, 0.576], [-0.241, 0.258, 0.199], [-0.075, -0.279, -0.675], [0.688, 0.619, -0.072], [-0.210, -0.269, 0.001], [0.162, -0.482, 0.083], [0.363, -0.192, 0.182], [0.235, -0.069, 0.115], [-0.148, 0.276, -0.294], [-0.328, -1.029, -1.037], [0.219, -0.114, -0.803], [-0.694, 0.047, 0.765], [0.530, 1.233, -0.110], [0.789, 0.213, 0.538], [-0.876, -0.865, 1.771], [1.066, -0.180, 0.869], [-1.821, -0.073, -1.144], [0.335, 0.772, -0.254], [-0.544, 0.231, 0.119], [-0.332, -0.396, -0.373], [0.096, -0.193, -0.200], [-0.460, -0.120, 0.215], [0.063, 0.026, 0.075], [1.465, 0.084, -0.885], [-0.026, 1.224, 0.137], [0.122, -0.488, -0.091], [0.415, 0.713, 0.336], [0.371, -0.459, -0.016], [-0.104, -0.733, 0.288], [-0.350, 0.241, 0.003]]
}